Density functional theory data (the ωB97M-V functional and the def2-TZVPD basis) for 11 unconnected molecules or ions with the total composition C29H61F6N5O16P in a non-equilibrium geometry.

As for the multiplicity: 1. The HOMO energy is -0.2711 Ha. As for the largest force on an atom: 0.0445 hartree/bohr. The charge is -1. As for the LUMO energy: 1.74 eV. The value obtained for the electronic energy is -96875.203 eV. The gap between HOMO and LUMO comes out at 9.117 eV.

Last column: Löwdin charge in e.
Element x y z (Å)
P: 0.8792 0.0052 0.0212  0.197
F: 1.1579 -1.4609 -0.6066  -0.155
F: 1.8194 0.7111 -1.1081  -0.161
F: -0.4221 0.1766 -0.8943  -0.149
F: 0.5866 1.4734 0.6961  -0.177
F: 0.0020 -0.6675 1.1802  -0.150
F: 2.2121 -0.0658 0.9885  -0.186
C: 4.6739 -1.8555 -1.7822  -0.170
O: 5.1934 -1.6096 -0.4919  -0.115
H: 3.6635 -1.4977 -2.0009  0.064
H: 5.2715 -1.4950 -2.6170  0.075
H: 4.6491 -2.9515 -1.8248  0.064
H: 4.5373 -1.7417 0.1970  0.061
C: 1.4390 -2.2932 3.2695  -0.163
O: 2.7621 -1.8673 2.9603  -0.137
H: 0.7609 -1.4864 3.5475  0.071
H: 1.0325 -2.8226 2.4035  0.062
H: 1.5993 -2.9714 4.1089  0.086
H: 2.7148 -1.0810 2.3966  0.028
C: 3.2234 -4.7434 0.3340  -0.009
C: 2.8653 -5.1281 1.7726  -0.317
C: 1.4916 -5.7590 1.9550  -0.066
O: 1.8172 -6.8694 2.8335  0.052
C: 3.1622 -7.0901 2.8671  -0.562
O: 3.7349 -8.0011 3.3480  0.170
O: 3.7843 -6.1474 2.1234  0.083
H: 4.2463 -4.4354 0.1255  0.078
H: 2.5827 -3.8967 0.0601  0.079
H: 3.0039 -5.5498 -0.3680  0.088
H: 2.8966 -4.2850 2.4629  0.124
H: 1.0327 -6.0964 1.0281  0.133
H: 0.8814 -5.1315 2.5957  0.117
C: 1.6443 3.9436 -1.6882  -0.024
C: 1.3713 4.4854 -3.0738  -0.318
C: 0.3170 3.7325 -3.9062  -0.087
O: -0.4575 4.7713 -4.5000  0.067
C: -0.2102 5.9336 -3.8516  -0.567
O: -0.8444 6.9315 -4.0038  0.160
O: 0.7629 5.7592 -2.9532  0.089
H: 0.6956 3.5852 -1.2777  0.087
H: 2.2571 4.6425 -1.1297  0.086
H: 2.1441 2.9720 -1.7545  0.077
H: 2.3238 4.4924 -3.6177  0.153
H: -0.2753 3.1071 -3.2239  0.119
H: 0.6350 3.0127 -4.6584  0.135
C: -2.7497 0.9702 4.2283  -0.012
C: -3.4516 0.9144 2.8801  -0.296
C: -3.3905 -0.4545 2.1734  -0.108
O: -4.7429 -0.7284 1.8739  0.077
C: -5.5625 0.0991 2.5404  -0.576
O: -6.7470 0.0533 2.5413  0.168
O: -4.8551 1.0654 3.1567  0.070
H: -3.4101 0.4665 4.9280  0.095
H: -2.5898 2.0030 4.5415  0.080
H: -1.7432 0.5500 4.1708  0.080
H: -3.1960 1.6811 2.1447  0.155
H: -3.0506 -1.2150 2.8834  0.139
H: -2.6424 -0.3155 1.3984  0.103
C: -4.2469 -2.9370 -1.2472  -0.341
O: -5.0188 -3.7784 -1.6562  0.021
N: -3.0720 -3.2590 -0.6681  -0.172
C: -2.0750 -2.2347 -0.3851  -0.085
C: -2.5949 -4.6353 -0.5861  -0.031
H: -4.4086 -1.8532 -1.2840  0.124
H: -1.8136 -2.0218 0.6464  0.057
H: -2.1889 -1.2948 -0.9207  0.077
H: -1.1456 -2.6193 -0.8165  0.063
H: -1.8304 -4.8231 -1.3436  0.072
H: -2.1514 -4.6673 0.4120  0.088
H: -3.4218 -5.3220 -0.7287  0.085
C: -4.3751 -0.6309 -4.0371  -0.320
O: -5.4555 -1.1330 -3.8142  0.016
N: -3.9541 0.4708 -3.3262  -0.193
C: -2.6176 1.0187 -3.5630  -0.056
C: -4.7212 1.0233 -2.2488  -0.072
H: -3.6485 -0.9625 -4.7956  0.109
H: -2.2309 1.3342 -2.5951  0.072
H: -2.5351 1.8058 -4.3158  0.084
H: -1.9964 0.2040 -3.9449  0.071
H: -4.3633 0.8420 -1.2367  0.079
H: -4.8475 2.0951 -2.4661  0.094
H: -5.7802 0.7831 -2.3645  0.091
C: -0.8701 -2.3571 -5.9420  -0.332
O: -2.0447 -2.0420 -5.9811  0.007
N: -0.2222 -2.8100 -4.8435  -0.192
C: 1.1544 -3.2328 -4.9188  -0.070
C: -0.8059 -2.8012 -3.5056  -0.025
H: -0.1176 -2.2525 -6.7496  0.132
H: 1.7986 -2.6139 -4.2906  0.088
H: 1.5463 -3.2016 -5.9365  0.081
H: 1.2837 -4.2889 -4.6610  0.090
H: -1.8328 -2.4489 -3.5033  0.083
H: -0.7443 -3.8443 -3.1892  0.089
H: -0.2135 -2.1150 -2.8968  0.084
C: 4.3224 3.3916 4.0602  -0.343
O: 4.7906 4.0177 4.9944  0.000
N: 3.2126 2.6207 4.1180  -0.173
C: 2.6936 2.0472 2.8946  -0.069
C: 2.5810 2.2800 5.3634  -0.050
H: 4.8256 3.4046 3.0777  0.135
H: 3.4858 1.8207 2.1813  0.096
H: 1.9142 2.6001 2.3739  0.040
H: 2.2273 1.0667 2.9901  0.071
H: 1.5047 2.4410 5.2287  0.084
H: 2.6458 1.2155 5.6167  0.090
H: 2.9122 2.8162 6.2459  0.085
C: -0.9488 6.3563 2.7883  -0.353
O: -1.4956 7.4369 2.7405  0.011
N: 0.1498 6.0269 2.0767  -0.180
C: 0.7062 4.6838 2.1492  -0.079
C: 0.6983 6.8805 1.0321  -0.032
H: -1.3103 5.5465 3.4382  0.133
H: 1.7473 4.6460 1.8351  0.084
H: 0.1351 3.8741 1.6933  0.081
H: 0.8042 4.4255 3.2107  0.081
H: 1.6596 7.2701 1.3631  0.094
H: 0.8531 6.2990 0.1195  0.068
H: -0.0401 7.6109 0.7086  0.090

=====

Density functional theory data (the ωB97M-V functional and the def2-TZVPD basis) for a molecular structure, C29H61MgN8O11 in a non-equilibrium geometry.

As for the multiplicity: 2. The HOMO energy (spin up / spin down) is -0.1304 / -0.3122 Ha. As for the largest force on an atom: 0.1097 hartree/bohr. The charge is 0. As for the LUMO energy (spin up / spin down): 0.10 / 0.01 eV. The value obtained for the electronic energy is -70954.045 eV. The gap between HOMO and LUMO (spin up / spin down) comes out at 3.651 / 8.509 eV.

Last column: Löwdin spin population.
Element x y z (Å)
Mg: 0.7159 2.6675 0.9778  0.430
O: 0.2579 -0.7831 -0.4452  0.006
C: 0.3771 0.4263 -0.0270  0.017
O: 1.4977 0.9764 0.2074  0.086
O: -0.5462 1.2269 0.2190  0.026
H: 1.1823 -0.9828 -0.2800  0.001
C: 2.5350 -2.6902 -3.1703  0.000
C: 1.4241 -3.7014 -2.8036  0.000
O: 0.5864 -4.1232 -3.5894  0.000
C: 1.4195 -4.2566 -1.4191  0.000
H: 3.4429 -3.2370 -3.4251  0.000
H: 2.8427 -1.9875 -2.3960  0.000
H: 2.3348 -2.1031 -4.0666  0.000
H: 0.7573 -5.1143 -1.3001  0.000
H: 1.0685 -3.4800 -0.7395  0.000
H: 2.3698 -4.6676 -1.0785  0.000
C: -0.0662 2.5687 5.0402  0.010
C: 0.3308 1.6301 3.9276  0.030
O: 0.5760 2.0275 2.7880  0.072
N: 0.5039 0.3841 4.3614  0.008
C: 0.9235 -0.7651 3.5551  0.006
H: 0.7393 3.2800 5.2228  0.006
H: -0.2978 2.0400 5.9648  0.001
H: -0.9311 3.1508 4.7220  0.001
H: 0.6895 0.3250 5.3525  0.003
H: 0.1178 -1.0360 2.8728  0.001
H: 1.1334 -1.5267 4.3061  0.000
H: 1.8353 -0.5871 2.9851  0.002
C: 3.3436 1.5538 -2.5986  0.010
C: 4.1695 0.9649 -3.7463  0.001
O: 5.3236 1.2115 -3.7535  0.001
N: 3.4770 0.2710 -4.6459  0.000
C: 4.1275 -0.4482 -5.7491  0.000
H: 3.7680 1.3366 -1.6185  0.003
H: 2.3139 1.2003 -2.5463  0.003
H: 3.3247 2.6434 -2.6200  0.009
H: 2.4824 0.4358 -4.7068  0.000
H: 3.3273 -1.0912 -6.1154  0.000
H: 4.9361 -1.0869 -5.3937  0.000
H: 4.5695 0.2429 -6.4669  0.000
C: -4.9719 -2.2686 -0.5246  0.000
C: -3.9397 -1.6829 -1.4795  0.000
O: -3.9683 -0.5077 -1.7041  0.000
N: -3.0087 -2.5197 -1.8951  0.000
C: -1.8366 -2.2204 -2.7059  0.000
H: -5.2560 -1.5892 0.2790  0.000
H: -4.5378 -3.0871 0.0497  0.000
H: -5.9033 -2.6440 -0.9485  0.000
H: -3.1303 -3.4922 -1.6511  0.000
H: -0.9646 -2.5682 -2.1521  0.000
H: -1.6833 -1.1496 -2.8397  0.000
H: -1.9134 -2.6882 -3.6875  0.000
C: 5.0314 -2.7229 0.8694  0.000
C: 3.8911 -1.6854 0.6495  0.001
O: 2.7672 -2.0188 0.3614  0.001
N: 4.1252 -0.3961 0.5635  0.002
C: 5.2892 0.4094 0.8102  0.009
H: 5.9562 -2.2172 1.1471  0.000
H: 5.1327 -3.3241 -0.0341  0.000
H: 4.7764 -3.3421 1.7294  0.000
H: 3.3281 0.2171 0.4697  0.004
H: 4.9679 1.4082 1.1057  0.014
H: 5.8577 0.4814 -0.1170  0.000
H: 5.9189 -0.0390 1.5787  0.000
C: -2.8364 4.7481 1.9937  0.004
C: -1.4067 4.9256 1.6562  0.015
O: -0.7199 3.9296 1.3925  0.087
N: -0.9093 6.1970 1.7173  0.004
C: 0.4749 6.5673 1.3681  0.044
H: -2.9826 4.2604 2.9575  0.000
H: -3.2846 4.1349 1.2118  0.000
H: -3.4496 5.6350 2.1534  0.001
H: -1.5389 6.9157 2.0448  0.000
H: 0.6487 6.7691 0.3112  0.008
H: 1.1365 5.7256 1.5728  0.055
H: 0.7556 7.4824 1.8896  0.003
C: -3.5556 1.3501 -4.6944  0.000
C: -3.5543 2.5193 -3.8168  0.001
O: -3.8586 3.6437 -4.2108  0.000
N: -3.3064 2.1718 -2.5519  0.000
C: -3.3442 2.9989 -1.3633  0.002
H: -2.5703 0.8865 -4.7435  0.000
H: -3.8006 1.6632 -5.7094  0.000
H: -4.2913 0.6205 -4.3560  0.000
H: -3.3489 1.1682 -2.4462  0.000
H: -2.4778 2.6971 -0.7748  0.002
H: -4.2897 2.8352 -0.8462  0.000
H: -3.1695 4.0480 -1.6019  0.001
C: 1.7619 -4.6729 3.2158  0.000
C: 0.3382 -4.5292 2.6549  0.000
O: -0.5950 -5.0312 3.1729  0.000
N: 0.1995 -3.7485 1.5657  0.000
C: -1.1045 -3.4690 0.9518  0.000
H: 2.0751 -5.6804 3.4897  0.000
H: 1.7440 -4.1359 4.1642  0.000
H: 2.5096 -4.2495 2.5453  0.000
H: 1.0327 -3.4310 1.0912  0.000
H: -1.0555 -2.8265 0.0727  0.000
H: -1.6825 -2.8569 1.6441  0.000
H: -1.7352 -4.2901 0.6109  0.000
N: -3.5368 0.9177 3.5338  0.000
C: -2.7653 0.0152 2.7074  0.001
C: -3.3169 0.1529 1.4919  0.001
C: -4.4289 1.0693 1.5013  0.000
C: -4.4941 1.5895 2.7459  0.000
H: -3.1803 1.1466 4.4507  0.000
H: -1.9432 -0.5340 3.1421  0.000
H: -2.9311 -0.2733 0.5776  0.000
H: -5.0063 1.3536 0.6341  0.000
H: -5.1171 2.3415 3.2072  0.000